The following is a DFT calculation (ωB97M-V/def2-TZVPD) of a cluster of 2 separate species, C9H14 in total.

Element x y z (Å)
C  -1.5126  -0.0815  -0.4449
C  -0.6943  -1.2049  -0.5445
C  -0.1882  -1.6066  -1.7896
C  1.4133  2.0515  1.6046
C  1.3023  0.8896  2.5933
C  -0.4031  -0.8238  -2.9050
C  -1.6297  0.7131  -1.5730
C  -0.1397  -1.9057  0.6661
C  -1.1106  0.3753  -2.8106
H  1.9441  2.8833  2.0627
H  -0.4587  -2.9516  0.7204
H  -1.1726  1.0409  -3.6520
H  -2.0525  0.1091  0.4715
H  0.6593  0.1309  2.1545
H  0.4699  -2.4674  -1.8271
H  -0.0478  -1.1737  -3.8690
H  2.2919  0.4553  2.7509
H  0.9416  -1.8074  0.7474
H  0.8864  1.1914  3.5534
H  -0.4897  -1.5344  1.6310
H  0.3813  2.3584  1.3837
H  -2.1726  1.6400  -1.5569
H  1.7820  1.7182  0.6333

Output
SMILES = Cc1ccccc1.CC
Max |F| = 1.377 eV Å⁻¹
Highest occupied orbital energy = -9.011 eV
E_tot = -351.31362 hartree
Energy relative to the best compared isomer or geometry (same formula, charge and spin) = 43.5 kJ/mol
Gap between HOMO and LUMO = 10.03 eV

***

The following is a DFT calculation (ωB97M-V/def2-TZVPD) of a cluster of 2 separate species, C9H14 in total.

Element x y z (Å)
C  -1.0596  -1.3276  1.6923
C  2.0505  -0.8892  -1.4549
C  -1.2251  -0.6492  0.4986
C  1.2294  -1.8105  0.7019
C  -0.3276  -0.6348  -0.5714
C  0.9976  -1.0362  -0.3955
C  0.1858  -2.0050  1.7531
C  -0.5686  2.7972  -1.1425
C  -1.1292  3.8129  -0.2525
H  -2.1426  3.5453  0.1381
H  -2.3256  -0.2003  0.3544
H  -1.3559  2.7908  -2.0158
H  3.0092  -0.3458  -1.1031
H  0.3196  3.0288  -1.7425
H  2.2603  -1.8291  -1.9252
H  0.3067  -2.7314  2.4940
H  1.8646  -0.2724  -2.2837
H  -1.1654  4.9008  -0.5539
H  -0.7752  1.8807  -0.7564
H  -0.8300  -0.1772  -1.4289
H  -1.7388  -1.5379  2.4080
H  -0.5579  3.7126  0.7476
H  2.2122  -2.3109  0.6923

Output
SMILES = Cc1ccccc1.CC
Max |F| = 6.221 eV Å⁻¹
Highest occupied orbital energy = -8.932 eV
E_tot = -351.24509 hartree
Energy relative to the best compared isomer or geometry (same formula, charge and spin) = 223.4 kJ/mol
Gap between HOMO and LUMO = 9.90 eV

***

The following is a DFT calculation (ωB97M-V/def2-TZVPD) of a cluster of 2 separate species, C9H14 in total.

Element x y z (Å)
C  -2.2168  -3.1070  -1.6007
C  0.9999  1.8983  1.8769
C  0.9356  3.9042  0.3041
C  0.6491  1.6741  -0.6266
C  1.0437  -0.2983  0.6974
C  -1.2191  -3.3898  -0.4048
C  0.7550  2.4026  0.5586
C  1.1801  0.5468  1.8753
C  0.6958  0.2209  -0.5297
H  -1.9949  -3.5929  -2.5371
H  0.9158  4.0440  -0.7316
H  0.2106  4.6044  0.5858
H  -2.1925  -2.0108  -1.8543
H  -0.4893  -2.5921  -0.1556
H  1.8995  4.1057  0.7703
H  0.4832  -0.3868  -1.4683
H  1.0028  2.6263  2.6968
H  -1.7838  -3.7162  0.5676
H  -0.7775  -4.3425  -0.7000
H  -3.2116  -3.3192  -1.2069
H  1.2792  -0.0431  2.6898
H  1.3624  -1.4303  0.7857
H  0.4726  2.2018  -1.5927

Output
SMILES = Cc1ccccc1.CC
Max |F| = 3.325 eV Å⁻¹
Highest occupied orbital energy = -8.884 eV
E_tot = -351.26251 hartree
Energy relative to the best compared isomer or geometry (same formula, charge and spin) = 177.7 kJ/mol
Gap between HOMO and LUMO = 9.94 eV

***

The following is a DFT calculation (ωB97M-V/def2-TZVPD) of a cluster of 2 separate species, C9H14 in total.

Element x y z (Å)
C  0.2632  0.7570  0.2910
C  -0.2028  -0.5582  0.3023
C  2.3308  -0.0756  1.2099
C  -2.9482  0.1566  -2.2137
C  2.1491  2.3557  0.7206
C  -4.0070  -0.8827  -1.8173
C  1.5649  0.9817  0.7332
C  0.6209  -1.6184  0.6080
C  1.8510  -1.3816  1.2247
H  0.2658  -2.6421  0.4919
H  1.7754  3.0560  -0.0314
H  -4.1612  -1.5711  -2.6500
H  -0.4474  1.5582  0.1520
H  -3.3165  0.8080  -3.0042
H  -1.2164  -0.7785  0.0292
H  -4.9809  -0.4007  -1.7010
H  -2.8088  0.8095  -1.3614
H  -2.0241  -0.2892  -2.5727
H  2.4183  -2.2085  1.6303
H  3.2269  2.3733  0.5366
H  -3.7632  -1.3762  -0.8761
H  3.2734  0.0950  1.7266
H  2.0070  2.8628  1.6795

Output
SMILES = Cc1ccccc1.CC
Max |F| = 1.481 eV Å⁻¹
Highest occupied orbital energy = -8.993 eV
E_tot = -351.31495 hartree
Energy relative to the best compared isomer or geometry (same formula, charge and spin) = 40.0 kJ/mol
Gap between HOMO and LUMO = 10.03 eV

***

The following is a DFT calculation (ωB97M-V/def2-TZVPD) of a cluster of 2 separate species, C9H14 in total.

Element x y z (Å)
C  1.3298  -0.6104  -1.0950
C  0.9617  -1.2424  0.0373
C  0.7312  0.7260  -3.1838
C  -0.9737  -0.6306  -1.8719
C  -0.7238  1.3105  2.0695
C  -0.3944  -1.6596  0.2412
C  0.3148  -0.1896  -1.9869
C  0.1804  0.7232  3.1270
C  -1.2731  -1.4393  -0.6944
H  -1.7843  -0.4143  -2.6043
H  0.1701  1.2756  3.9887
H  -0.4857  -2.4062  1.0614
H  1.2001  0.6237  2.8092
H  2.2425  -0.3925  -1.3024
H  -1.7270  0.7891  1.9208
H  -0.2308  -0.1978  3.5939
H  -2.3542  -1.6405  -0.4757
H  -0.9800  2.4161  2.2728
H  1.6784  -1.3786  0.9046
H  -0.1391  1.3196  1.1520
H  0.2665  1.6635  -2.8421
H  0.2571  0.2438  -4.0411
H  1.7336  1.1107  -3.0808

Output
SMILES = Cc1ccccc1.CC
Max |F| = 6.195 eV Å⁻¹
Highest occupied orbital energy = -9.005 eV
E_tot = -351.25511 hartree
Energy relative to the best compared isomer or geometry (same formula, charge and spin) = 197.1 kJ/mol
Gap between HOMO and LUMO = 10.02 eV

***

The following is a DFT calculation (ωB97M-V/def2-TZVPD) of a cluster of 2 separate species, C9H14 in total.

Element x y z (Å)
C  1.4025  0.0134  -1.6300
C  0.1531  0.6475  -1.7377
C  1.4722  -1.3191  -1.2772
C  -1.0025  -0.1108  -1.6309
C  0.2764  -0.2883  2.8047
C  0.3182  -2.0366  -1.0061
C  -0.9971  0.4416  3.2093
C  0.0714  2.1115  -2.0713
C  -0.9124  -1.4277  -1.1786
H  2.2315  0.6179  -1.9719
H  0.1062  -0.9059  1.9203
H  0.3528  -3.0721  -0.7015
H  -0.6585  2.3232  -2.8554
H  -0.1705  2.7186  -1.1990
H  0.7214  -0.9744  3.5250
H  -1.9596  0.2913  -1.9552
H  -1.9104  -0.1570  3.1002
H  0.9951  0.4534  2.4618
H  -0.9981  0.5966  4.2906
H  2.4344  -1.8206  -1.1889
H  -1.0965  1.4147  2.7418
H  -1.8330  -2.0066  -1.1356
H  1.0035  2.4896  -2.5145

Output
SMILES = Cc1ccccc1.CC
Max |F| = 1.529 eV Å⁻¹
Highest occupied orbital energy = -9.064 eV
E_tot = -351.31586 hartree
Energy relative to the best compared isomer or geometry (same formula, charge and spin) = 37.6 kJ/mol
Gap between HOMO and LUMO = 10.05 eV